The following is a DFT calculation (ωB97M-V/def2-TZVPD) of C4H8O4S2 in the gas phase.

Properties
Energy relative to the best compared isomer or geometry (same formula, charge and spin)   322.2 kJ/mol
Largest force on an atom   4.40 eV Å⁻¹
DFT total energy   -34134.4319 eV
Net charge   0

Geometry as XYZ:
```
18
Properties=species:S:1:pos:R:3:forces:R:3:lowdin_charge:R:1
O 2.417 -0.401 0.024 0.1265 0.2130 0.4479 -0.35
S 1.788 0.883 -0.115 2.3343 3.0922 -0.5079 0.42
O 2.536 2.140 0.001 -0.2555 -1.7248 -0.1221 -0.39
C 0.367 1.103 0.904 -1.0541 0.2822 -1.1937 -0.21
C -0.168 -0.440 0.911 0.2022 1.5644 1.5793 -0.31
O -1.485 -0.412 1.505 0.5177 -0.0695 -1.6376 -0.05
C -0.339 -1.000 -0.571 -0.4220 0.7793 0.7288 -0.44
O -1.428 -1.876 -0.596 -1.3916 0.0270 2.6374 -0.06
C -0.508 0.094 -1.684 -3.5846 -0.7917 -0.2909 -0.49
S 1.017 1.001 -2.096 -0.5319 -0.6229 0.4128 0.76
H 0.595 1.637 1.997 -0.5718 -1.4509 -3.2673 0.18
H -0.166 1.852 -0.057 0.8145 -1.9870 3.8426 0.16
H 0.632 -1.089 1.565 -2.1433 1.4755 -1.7492 0.20
H -1.452 -0.631 2.413 0.2111 -0.3359 1.4903 0.08
H 0.587 -1.501 -0.689 0.6753 -0.8817 -0.7824 0.10
H -1.915 -1.783 0.345 1.4679 -0.0325 -3.0064 0.16
H -1.204 -0.417 -2.579 2.6448 1.2598 1.9611 0.16
H -1.273 0.841 -1.277 0.9603 -0.7965 -0.5427 0.08
```
Forces are in eV/Å.

The following is a DFT calculation (ωB97M-V/def2-TZVPD) of C4H8O6S in the gas phase.

Properties
Energy relative to the best compared isomer or geometry (same formula, charge and spin)   181.4 kJ/mol
Largest force on an atom   4.90 eV Å⁻¹
DFT total energy   -27394.3756 eV
Net charge   0

Geometry as XYZ:
```
19
Properties=species:S:1:pos:R:3:forces:R:3:lowdin_charge:R:1
C 1.295 -0.224 1.022 -1.7132 2.2716 -0.4634 -0.10
C 1.126 0.588 -0.299 -0.5218 -1.9167 0.4721 -0.39
C 0.151 -0.081 -1.220 -3.5162 -0.2041 3.4090 -0.17
C -1.485 -0.149 0.142 3.1324 1.2424 -2.2863 -0.48
O -0.413 1.260 2.267 -0.2936 -1.9152 -0.4982 -0.34
O -0.923 -1.156 2.572 0.4378 -1.1769 0.2904 -0.31
O 0.559 1.832 -0.086 -0.8813 -0.0275 -2.1203 -0.01
O 0.282 -1.381 -1.524 -0.5958 -2.2617 0.5520 0.00
O -2.240 0.963 -0.022 0.1720 0.2766 0.4100 0.05
O -2.171 -1.286 -0.077 1.4757 -0.2956 -0.7505 0.06
S -0.417 -0.123 1.727 -0.1261 3.6470 0.5184 0.80
H 1.532 -1.207 0.890 0.6315 -2.7012 -0.8014 0.07
H 2.094 0.242 1.590 -0.5209 0.1766 0.7906 0.12
H 2.056 0.581 -0.806 1.4505 0.5094 -0.4050 0.14
H -0.124 0.503 -2.055 -0.4943 0.9934 -0.7868 0.13
H 1.016 2.326 0.548 1.0257 1.0933 1.6703 0.09
H -0.523 -1.825 -1.118 1.3563 0.2255 -0.9482 0.12
H -1.597 1.694 -0.085 -0.3105 0.0012 0.1839 0.11
H -2.950 -1.398 0.451 -0.7081 0.0619 0.7636 0.12
```
Forces are in eV/Å.

The following is a DFT calculation (ωB97M-V/def2-TZVPD) of a 2-piece molecular cluster, C4H8O8S2 overall.

Properties
Energy relative to the best compared isomer or geometry (same formula, charge and spin)   10.2 kJ/mol
Largest force on an atom   0.70 eV Å⁻¹
DFT total energy   -42326.2457 eV
Net charge   0

Geometry as XYZ:
```
22
Properties=species:S:1:pos:R:3:forces:R:3:lowdin_charge:R:1
O -10.786 -3.829 -10.779 -0.0323 0.0275 -0.1176 -0.20
S -9.960 -4.346 -9.750 0.2744 0.5009 0.4119 0.57
O -9.794 -5.724 -9.525 -0.0451 -0.6864 -0.0238 -0.20
O -8.515 -3.687 -9.821 0.0727 0.0400 0.0898 -0.21
C -8.599 -2.337 -9.306 0.1688 -0.3165 -0.4510 -0.13
C -9.844 -2.316 -8.391 0.0893 0.5065 -0.0654 -0.16
O -10.338 -3.654 -8.365 -0.1777 -0.1712 -0.0696 -0.19
H -7.674 -2.143 -8.771 0.0203 -0.0454 0.0030 0.13
H -8.672 -1.690 -10.177 -0.1403 0.2695 0.2089 0.13
H -10.596 -1.634 -8.785 -0.0925 -0.0969 0.0520 0.13
H -9.595 -2.045 -7.370 -0.0436 -0.0386 0.0345 0.13
O -4.486 -6.728 -5.043 0.4348 0.3150 0.4036 -0.21
S -5.572 -7.219 -5.794 -0.1377 -0.0460 -0.4973 0.58
O -6.059 -8.527 -5.570 -0.1759 -0.4346 0.0180 -0.21
O -6.804 -6.217 -5.734 -0.1155 0.0387 -0.1129 -0.19
C -7.086 -5.610 -7.007 -0.1468 -0.0794 0.1158 -0.15
C -6.336 -6.453 -8.041 -0.1843 0.3539 0.1551 -0.15
O -5.222 -7.007 -7.339 -0.0206 0.1182 0.1214 -0.18
H -8.157 -5.655 -7.194 -0.0204 0.0271 0.1496 0.12
H -6.763 -4.572 -6.942 0.1414 -0.0281 -0.1906 0.13
H -5.956 -5.813 -8.832 0.0527 -0.2218 -0.1581 0.13
H -6.972 -7.247 -8.429 0.0784 -0.0325 -0.0773 0.14
```
Forces are in eV/Å.